{
  "formula": "C5H9NO",
  "method": "ωB97M-V with the def2-TZVPD basis set",
  "fmax_ev_per_a": 5.300,
  "de_lowest_kcal_mol": 91.0,
  "gap_ev": 10.41,
  "symbols": ["N", "C", "C", "O", "C", "C", "C", "H", "H", "H", "H", "H", "H", "H", "H", "H"],
  "coordinates": [[-0.3509, 1.4721, 1.1979], [-0.0607, 0.4076, 0.2596], [-1.0825, -0.7335, 0.4298], [-0.7685, -1.6024, -0.7688], [0.3781, -1.0169, -1.1578], [1.0601, -0.5695, 0.1299], [-0.0526, 0.5887, -1.2123], [-0.2459, 1.2755, 2.2320], [0.3596, 2.0763, 1.1183], [-0.9639, -1.2883, 1.3644], [-2.0691, -0.3268, 0.5395], [0.9471, -1.4025, -1.9579], [1.4027, -1.1899, 0.9472], [2.0394, -0.0169, 0.0001], [0.4257, 1.5561, -1.5409], [-1.0187, 0.7703, -1.5809]],
  "lowdin_charge": [0.12, -0.55, -0.07, -0.05, -0.27, -0.12, -0.03, 0.12, 0.01, 0.12, 0.12, 0.13, 0.11, 0.14, 0.13, 0.09]
}


{
  "formula": "C5H9NO",
  "method": "ωB97M-V with the def2-TZVPD basis set",
  "fmax_ev_per_a": 1.019,
  "de_lowest_kcal_mol": 96.4,
  "gap_ev": [7.87, 8.17],
  "symbols": ["C", "O", "C", "C", "C", "C", "N", "H", "H", "H", "H", "H", "H", "H", "H", "H"],
  "coordinates": [[-1.3084, -1.6337, 0.3256], [-0.0371, -1.4347, 0.4104], [0.5764, -0.3903, 0.9245], [0.1491, 0.7965, -2.0399], [-0.2133, 0.7173, 1.5095], [1.9805, -0.4122, 0.7908], [3.1396, -0.3883, 0.6843], [-2.0109, -0.9161, 0.7295], [-0.5239, 0.0333, -1.6361], [-1.5887, -2.5594, -0.1545], [-0.0616, 0.9234, -3.1041], [1.1879, 0.4861, -1.9033], [-0.0151, 1.7459, -1.5220], [0.4469, 1.5428, 1.7823], [-0.7596, 0.3943, 2.4102], [-0.9618, 1.0950, 0.7928]],
  "lowdin_charge": [0.00, -0.04, -0.36, -0.03, -0.04, -0.18, 0.15, 0.07, 0.00, 0.08, 0.02, 0.02, 0.03, 0.09, 0.10, 0.08]
}


{
  "formula": "C5H9NO",
  "method": "ωB97M-V with the def2-TZVPD basis set",
  "fmax_ev_per_a": 0.460,
  "de_lowest_kcal_mol": 106.6,
  "gap_ev": 8.57,
  "symbols": ["C", "C", "C", "C", "O", "C", "N", "H", "H", "H", "H", "H", "H", "H", "H", "H"],
  "coordinates": [[-2.0247, 0.1114, 1.4426], [-0.5921, 0.1246, 1.1001], [0.7989, -1.2164, -1.2149], [-0.2844, 1.0555, 0.0130], [1.0742, 1.0701, -0.3832], [1.6654, -0.1321, -0.6562], [2.9099, -0.2986, -0.5248], [-2.0984, 0.5808, 2.4369], [-2.7484, 0.5940, 0.7667], [-2.3344, -0.9203, 1.6368], [1.3856, -2.1231, -1.3475], [-0.0234, -1.4518, -0.5377], [0.3632, -0.9373, -2.1802], [-0.4628, 2.0634, 0.4248], [-0.9606, 0.9421, -0.8561], [3.3322, 0.5377, -0.1206]],
  "lowdin_charge": [-0.15, 0.03, -0.03, -0.28, -0.06, -0.52, 0.15, 0.10, 0.08, 0.08, 0.09, 0.06, 0.09, 0.16, 0.14, 0.06]
}


{
  "formula": "C5H9NO",
  "method": "ωB97M-V with the def2-TZVPD basis set",
  "fmax_ev_per_a": 0.621,
  "de_lowest_kcal_mol": 73.0,
  "gap_ev": 10.13,
  "symbols": ["C", "C", "N", "O", "C", "C", "C", "H", "H", "H", "H", "H", "H", "H", "H", "H"],
  "coordinates": [[1.6592, 0.1717, 0.2762], [0.2166, 0.5192, 0.4995], [-0.3074, 0.9715, 1.5728], [0.5960, 1.0831, 2.6214], [-0.7994, 0.2897, -0.5680], [-0.6149, -0.6061, -1.7576], [-1.3741, -1.1015, -0.5658], [1.7909, -0.2674, -0.7156], [2.0500, -0.5212, 1.0267], [2.2578, 1.0865, 0.3204], [0.0623, 1.5348, 3.2885], [-1.4753, 1.1287, -0.7056], [-1.1915, -0.3414, -2.6379], [0.3533, -1.0480, -1.9766], [-0.8568, -1.8135, 0.0757], [-2.4502, -1.2193, -0.5856]],
  "lowdin_charge": [-0.01, -0.33, 0.02, -0.06, -0.25, -0.12, -0.11, 0.06, 0.09, 0.09, 0.09, 0.14, 0.10, 0.09, 0.11, 0.10]
}


{
  "formula": "C5H9NO",
  "method": "ωB97M-V with the def2-TZVPD basis set",
  "fmax_ev_per_a": 1.033,
  "de_lowest_kcal_mol": 35.3,
  "gap_ev": 11.23,
  "symbols": ["C", "O", "C", "C", "C", "C", "N", "H", "H", "H", "H", "H", "H", "H", "H", "H"],
  "coordinates": [[0.2692, 0.0010, -2.4725], [0.4134, -0.4725, -1.1598], [-0.6692, -0.2573, -0.2933], [-0.0440, -0.3317, 1.1027], [0.9028, 0.8334, 1.4143], [-1.0717, -0.4208, 2.1471], [-1.8713, -0.4273, 2.9824], [1.2800, 0.0875, -2.8787], [-0.2090, 0.9906, -2.4891], [-0.3109, -0.6876, -3.1021], [-1.4474, -1.0299, -0.4030], [-1.1431, 0.7224, -0.4698], [0.5354, -1.2617, 1.0842], [1.3739, 0.6829, 2.3899], [1.6817, 0.8894, 0.6506], [0.3597, 1.7839, 1.4428]],
  "lowdin_charge": [-0.10, -0.20, -0.21, -0.34, -0.05, -0.20, 0.15, 0.09, 0.09, 0.09, 0.14, 0.13, 0.15, 0.09, 0.08, 0.09]
}


{
  "formula": "C5H9NO",
  "method": "ωB97M-V with the def2-TZVPD basis set",
  "s2": 2.007,
  "fmax_ev_per_a": 12.306,
  "de_lowest_kcal_mol": 107.7,
  "spin_multiplicity": 3,
  "gap_ev": [5.78, 7.62],
  "symbols": ["C", "C", "C", "C", "C", "N", "O", "H", "H", "H", "H", "H", "H", "H", "H", "H"],
  "coordinates": [[-2.7818, -0.3421, -0.0944], [-2.3528, 0.5059, -0.8009], [1.6075, -1.4162, -0.0902], [1.2571, 1.1197, -0.5115], [0.8570, -0.1561, 0.1075], [0.0560, -0.2870, 1.0730], [-0.7741, 0.7573, 1.5058], [-3.5972, -0.7585, 0.5742], [-1.6369, 0.2456, 1.8118], [-1.7930, 1.2111, -1.3374], [2.0634, -1.3930, -1.0687], [0.8520, -2.2318, 0.0199], [2.2891, -1.6534, 0.7300], [1.3660, 1.7883, 0.3522], [2.1446, 1.0890, -1.1377], [0.4429, 1.5212, -1.1337]],
  "lowdin_charge": [-0.03, 0.01, -0.07, -0.05, -0.50, 0.01, -0.04, 0.08, 0.13, 0.02, 0.07, 0.09, 0.08, 0.08, 0.08, 0.05]
}


{
  "formula": "C5H9NO",
  "method": "ωB97M-V with the def2-TZVPD basis set",
  "s2": 0.757,
  "charge": 1,
  "fmax_ev_per_a": 3.903,
  "de_lowest_kcal_mol": 109.9,
  "spin_multiplicity": 2,
  "gap_ev": [7.70, 5.32],
  "symbols": ["O", "C", "C", "C", "C", "C", "N", "H", "H", "H", "H", "H", "H", "H", "H", "H"],
  "coordinates": [[0.5314, 1.9969, -0.6948], [0.0075, 0.9244, -0.8502], [-0.9876, 0.1482, -0.0332], [-0.2478, -1.1258, 0.6294], [1.2709, -1.1858, 0.4852], [1.9771, -0.3458, 1.3605], [-2.2246, -0.3174, -0.7719], [0.4795, 0.0985, -1.4172], [-1.3120, 0.8220, 0.7678], [-0.8851, -1.2761, 1.4784], [-0.5654, -2.0749, 0.0841], [1.7338, -1.5670, -0.5116], [2.8785, -0.5560, 2.0193], [1.5323, 0.5568, 1.8006], [-1.7768, -0.7028, -1.6989], [-2.8841, 0.4553, -1.1112]],
  "lowdin_charge": [0.13, -0.25, -0.33, -0.10, 0.02, 0.23, 0.05, 0.13, 0.15, 0.13, 0.14, 0.18, 0.14, 0.12, 0.13, 0.13]
}


{
  "formula": "C5H9NO",
  "method": "ωB97M-V with the def2-TZVPD basis set",
  "s2": 0.761,
  "charge": 1,
  "fmax_ev_per_a": 2.118,
  "de_lowest_kcal_mol": 42.7,
  "spin_multiplicity": 2,
  "gap_ev": [9.12, 5.73],
  "symbols": ["O", "C", "C", "C", "C", "C", "N", "H", "H", "H", "H", "H", "H", "H", "H", "H"],
  "coordinates": [[-2.5441, 2.0766, 0.1223], [-1.5057, 1.7622, -0.3545], [-0.1849, 1.4726, 0.3918], [0.7190, 0.5877, -0.5330], [1.2849, -0.5854, 0.1721], [1.0872, -1.8758, -0.2612], [1.1510, -2.9976, 0.4479], [-1.4810, 1.3870, -1.4005], [0.1775, 2.3939, 0.8518], [-0.2849, 0.7535, 1.2167], [0.1024, 0.1917, -1.3722], [1.2672, 1.1889, -1.2827], [1.5264, -0.4083, 1.2195], [1.0268, -1.9731, -1.3398], [0.6374, -3.8439, 0.2334], [1.5737, -2.9253, 1.3645]],
  "lowdin_charge": [0.11, -0.26, -0.10, -0.18, 0.03, -0.07, 0.23, 0.12, 0.13, 0.11, 0.11, 0.16, 0.14, 0.16, 0.16, 0.15]
}


{
  "formula": "C5H9NO2",
  "method": "ωB97M-V with the def2-TZVPD basis set",
  "s2": 0.754,
  "charge": -1,
  "fmax_ev_per_a": 2.368,
  "de_lowest_kcal_mol": 31.0,
  "spin_multiplicity": 2,
  "gap_ev": [3.95, 7.25],
  "symbols": ["C", "C", "N", "C", "C", "C", "O", "O", "H", "H", "H", "H", "H", "H", "H", "H", "H"],
  "coordinates": [[1.0849, 1.4027, -1.3640], [1.1105, 0.8943, 0.1111], [0.0282, 0.0562, 0.4231], [-0.7092, 0.2904, 1.6347], [0.0264, -1.3945, -0.0703], [-1.3147, -1.6482, -0.7133], [-2.3595, -1.8415, -0.0100], [1.8276, 1.5307, 0.8595], [0.0827, 1.4766, -1.7889], [1.5738, 2.3538, -1.2106], [1.7186, 0.8198, -2.0408], [-0.0883, 0.3937, 2.5454], [-1.4545, -0.4964, 1.7634], [-1.2878, 1.2249, 1.5685], [0.8996, -1.5645, -0.7000], [0.2097, -2.0241, 0.8124], [-1.3481, -1.4740, -1.8202]],
  "lowdin_charge": [-0.02, -0.50, -0.14, -0.10, -0.19, -0.47, -0.24, 0.02, 0.07, 0.05, 0.06, 0.07, 0.07, 0.08, 0.08, 0.10, 0.04]
}


{
  "formula": "C5H9NO2",
  "method": "ωB97M-V with the def2-TZVPD basis set",
  "fmax_ev_per_a": 9.514,
  "de_lowest_kcal_mol": 128.8,
  "gap_ev": 9.34,
  "symbols": ["C", "C", "C", "C", "C", "H", "H", "H", "H", "H", "H", "H", "H", "H", "N", "O", "O"],
  "coordinates": [[-0.2115, -0.1150, 0.2469], [0.5573, 1.0075, -0.1673], [1.6129, 0.0890, -0.6389], [0.6431, -1.0328, -0.6335], [-1.7367, -0.1496, -0.2579], [-0.4129, -1.6618, 1.6094], [-0.7073, 0.1768, 1.9024], [0.9083, 1.5915, 1.0264], [0.3018, 1.7621, -0.7803], [2.6804, -0.0471, 0.0322], [1.9616, 0.5501, -1.5124], [1.1343, -2.0273, -0.1141], [-0.0210, -1.2179, -1.6687], [-1.8134, 1.8593, 0.1973], [-0.1923, -0.6193, 1.5837], [-2.4099, 0.9177, -0.1440], [-2.2946, -1.0832, -0.6814]],
  "lowdin_charge": [-0.59, -0.17, -0.23, -0.12, -0.60, 0.14, 0.07, 0.21, 0.07, 0.19, 0.08, 0.16, 0.18, 0.26, 0.11, 0.10, 0.14]
}